Record 1
{
  "formula": "C6H13ClN3O2",
  "method": "ωB97M-V/def2-TZVPD",
  "symbols": ["C", "C", "C", "C", "C", "C", "N", "N", "N", "O", "O", "Cl", "H", "H", "H", "H", "H", "H", "H", "H", "H", "H", "H", "H", "H"],
  "positions_angstrom": [[-2.247, 0.003, -1.200], [2.078, -1.602, -0.383], [-0.882, -0.198, -1.846], [0.622, -1.353, -0.077], [0.662, 1.031, -0.413], [-0.139, 1.634, 2.299], [1.821, 1.273, 0.078], [-1.298, 1.256, 1.986], [0.148, -0.174, -0.857], [2.373, 1.823, 0.964], [-1.619, 0.000, 2.490], [0.996, 0.733, 3.200], [-2.107, 1.062, -0.820], [-3.083, -0.142, -1.983], [-2.352, -0.663, -0.332], [2.566, -2.587, 0.037], [2.241, -1.606, -1.394], [2.868, -0.835, -0.043], [-0.717, 0.695, -2.506], [-0.826, -1.186, -2.591], [0.628, -1.235, 0.998], [-0.012, -2.277, -0.478], [0.218, 1.936, -0.717], [0.344, 2.575, 1.798], [-2.283, -0.164, 1.790]],
  "mulliken_charge": [-0.72, -1.25, -0.70, -0.25, -0.29, -0.06, 0.38, -0.18, 0.33, -0.26, -0.34, -0.09, 0.32, 0.36, 0.10, 0.34, 0.44, 0.32, 0.38, 0.35, 0.15, 0.40, 0.52, 0.38, 0.37],
  "energy_ha": -1010.83262,
  "gap_ev": [7.17, 6.91],
  "charge": 1
}


Record 2
{
  "formula": "C3H9N2O",
  "method": "ωB97M-V/def2-TZVPD",
  "symbols": ["C", "C", "C", "N", "N", "O", "H", "H", "H", "H", "H", "H", "H", "H", "H"],
  "positions_angstrom": [[-0.015, 0.834, 0.108], [2.253, 0.141, -0.113], [-1.532, 0.598, 0.126], [0.904, -0.127, 0.105], [-1.789, -0.875, -0.128], [0.694, -1.412, 0.227], [0.283, 1.898, 0.071], [3.104, -0.190, 0.568], [2.447, 1.257, 0.105], [2.346, -0.187, -1.212], [-2.052, 1.157, -0.588], [-1.848, 1.111, 1.107], [-0.353, -1.561, 0.200], [-2.080, -1.167, -1.069], [-2.362, -1.476, 0.493]],
  "lowdin_spin": [0.71, 0.06, 0.10, 0.60, 0.00, 0.39, 0.03, 0.02, 0.00, 0.03, 0.02, 0.04, 0.00, 0.00, 0.00],
  "energy_ha": -303.97103,
  "e_above_lowest_ev": 2.702,
  "gap_ev": [8.71, 7.43],
  "s_squared": 2.01,
  "charge": 1,
  "spin_multiplicity": 3
}


Record 3
{
  "formula": "C5H14",
  "method": "ωB97M-V/def2-TZVPD",
  "symbols": ["C", "C", "C", "H", "H", "H", "H", "H", "H", "H", "H", "C", "C", "H", "H", "H", "H", "H", "H"],
  "positions_angstrom": [[0.943, 0.043, 1.685], [1.757, -0.172, 0.413], [1.383, 1.247, 2.549], [1.054, -0.823, 2.349], [-0.127, 0.036, 1.467], [2.553, -0.916, 0.515], [1.169, -0.549, -0.407], [0.494, 1.654, 3.031], [1.922, 2.005, 1.986], [2.235, 0.756, 0.110], [2.043, 0.899, 3.342], [-2.485, -0.090, -2.439], [-1.399, -0.984, -1.806], [-2.318, 0.936, -2.133], [-2.289, -0.081, -3.488], [-3.516, -0.374, -2.260], [-0.428, -0.811, -2.264], [-1.306, -0.756, -0.741], [-1.684, -2.023, -1.910]],
  "mulliken_charge": [-0.12, -0.76, -1.07, 0.23, 0.22, 0.29, 0.04, 0.30, 0.31, 0.29, 0.28, -0.96, -0.51, 0.30, 0.28, 0.30, 0.24, 0.04, 0.29],
  "energy_ha": -198.87569,
  "e_above_lowest_ev": 0.367,
  "gap_ev": 12.26,
  "charge": 0,
  "smiles": "CCC.CC"
}


Record 4
{
  "formula": "C7H11N2",
  "method": "ωB97M-V/def2-TZVPD",
  "symbols": ["C", "C", "C", "C", "C", "C", "C", "N", "N", "H", "H", "H", "H", "H", "H", "H", "H", "H", "H", "H"],
  "positions_angstrom": [[1.120, -2.337, -1.261], [1.098, -0.552, -1.012], [0.220, -2.595, -0.278], [-1.446, -1.399, 1.103], [-1.016, -0.082, 0.358], [0.219, 2.376, -0.615], [1.072, 1.456, 0.266], [-0.683, -2.455, 0.533], [0.542, 0.032, 0.281], [1.593, -2.497, -2.221], [-1.205, -1.287, 2.174], [-2.508, -1.663, 0.957], [-1.455, -0.222, -0.707], [-1.369, 0.884, 0.737], [0.714, 2.839, -1.379], [-0.555, 1.817, -1.155], [-0.326, 2.950, 0.116], [1.112, 1.741, 1.282], [2.081, 1.498, -0.205], [0.792, -0.504, 1.026]],
  "mulliken_charge": [-0.54, -0.30, 0.65, -0.61, -0.56, -1.05, -0.43, -0.38, 0.09, 0.41, 0.32, 0.36, 0.34, 0.51, 0.39, 0.34, 0.34, 0.45, 0.35, 0.33],
  "energy_ha": -382.30683,
  "e_above_lowest_ev": 8.620,
  "gap_ev": [8.14, 8.14],
  "charge": 1
}


Record 5
{
  "formula": "C4H5LiO2Pt",
  "method": "ωB97M-V/def2-TZVPD",
  "symbols": ["H", "C", "C", "C", "C", "O", "O", "Li", "Pt", "H", "H", "H", "H"],
  "positions_angstrom": [[-0.890, -0.127, 1.531], [0.039, 0.521, 0.831], [0.069, 0.964, -0.627], [-0.462, -0.293, -1.331], [-0.092, -1.430, -0.393], [0.654, -0.805, 0.606], [0.583, 1.237, 1.762], [1.903, 0.439, 2.922], [-0.838, -2.881, 0.145], [1.125, 1.194, -0.839], [-0.535, 1.873, -0.744], [-0.021, -0.545, -2.307], [-1.534, -0.144, -1.554]],
  "lowdin_spin": [0.19, 0.15, 0.05, 0.11, 0.66, 0.34, 0.49, 0.01, 0.96, 0.00, 0.00, 0.02, 0.02],
  "energy_ha": -432.25670,
  "e_above_lowest_ev": 0.000,
  "gap_ev": [5.77, 5.99],
  "s_squared": 3.77,
  "charge": 1,
  "spin_multiplicity": 4
}


Record 6
{
  "formula": "C10H30Mn2NO8",
  "method": "ωB97M-V/def2-TZVPD",
  "symbols": ["Mn", "Mn", "N", "O", "O", "O", "C", "C", "O", "H", "H", "H", "H", "H", "H", "C", "C", "O", "H", "H", "H", "H", "H", "H", "C", "C", "O", "H", "H", "H", "H", "H", "H", "C", "C", "O", "H", "H", "H", "H", "H", "H", "C", "C", "O", "H", "H", "H", "H", "H", "H"],
  "positions_angstrom": [[1.456, -2.998, -3.104], [0.177, -1.151, 2.257], [0.317, -0.540, -1.172], [0.109, -0.692, 0.033], [0.187, 0.578, -1.720], [0.581, -1.542, -1.776], [-3.370, 1.790, 2.850], [-2.144, 0.997, 3.318], [-1.484, 0.232, 2.255], [-3.997, 1.122, 2.259], [-3.114, 2.528, 2.091], [-3.949, 2.300, 3.620], [-2.409, 0.218, 4.033], [-1.403, 1.601, 3.841], [-1.653, 0.726, 1.450], [3.195, -3.702, 2.981], [3.099, -2.419, 2.185], [1.763, -2.323, 1.586], [2.466, -3.769, 3.789], [4.236, -3.749, 3.302], [3.020, -4.644, 2.461], [3.842, -2.346, 1.390], [3.373, -1.586, 2.832], [1.758, -2.860, 0.790], [-1.974, -1.130, -5.411], [-0.808, -1.142, -4.484], [0.052, -2.221, -4.636], [-1.589, -1.580, -6.327], [-2.448, -0.149, -5.394], [-2.587, -1.994, -5.155], [-1.249, -1.305, -3.501], [-0.311, -0.173, -4.531], [-0.016, -2.468, -5.561], [3.129, 0.518, 0.684], [2.215, 1.290, 1.624], [1.530, 0.468, 2.591], [2.681, -0.073, -0.115], [3.785, -0.198, 1.178], [3.870, 1.143, 0.186], [1.545, 1.852, 0.973], [2.732, 2.009, 2.259], [1.259, 1.067, 3.291], [-1.860, 3.307, -1.793], [-2.452, 2.976, -0.484], [-1.565, 2.152, 0.257], [-0.790, 3.517, -1.787], [-2.388, 4.050, -2.390], [-1.918, 2.353, -2.317], [-3.447, 2.545, -0.596], [-2.424, 3.869, 0.140], [-1.026, 1.545, -0.255]],
  "lowdin_spin": [4.87, 4.79, 0.01, 0.04, 0.02, 0.06, 0.00, 0.00, 0.04, 0.00, 0.00, 0.00, 0.00, 0.00, 0.00, 0.00, 0.01, 0.04, 0.00, 0.00, 0.00, 0.00, 0.00, 0.00, 0.00, 0.00, 0.05, 0.00, 0.00, 0.00, 0.00, 0.00, 0.00, 0.00, 0.00, 0.05, 0.00, 0.00, 0.00, 0.00, 0.00, 0.00, 0.00, 0.00, 0.00, 0.00, 0.00, 0.00, 0.00, 0.00, 0.00],
  "energy_ha": -3356.46467,
  "e_above_lowest_ev": 3.038,
  "gap_ev": [4.91, 4.94],
  "s_squared": 30.01,
  "charge": 3,
  "spin_multiplicity": 11
}